No. 1
ORCA calculation (wB97M-V/def2-TZVPD) on 2 unconnected molecules or ions with the total composition C3H9NO in a non-equilibrium geometry.

The geometry in XYZ format:
```
14
Properties=species:S:1:pos:R:3:forces:R:3:nbo_charge:R:1
C -1.02932 -1.13058 0.48041 -0.1 0.4 -0.6 -0.623
C 0.46511 -0.94866 0.12203 -0.2 -2.2 1.1 -0.274
C 1.39255 0.65457 -1.34838 0.6 0.9 0.6 -0.023
N 0.66642 -0.34235 -1.14311 -0.6 0.2 -0.9 -0.408
H -1.37419 -2.13964 0.32378 0.0 -0.4 -0.6 0.215
H -1.26809 -1.01030 1.51487 0.2 0.6 0.9 0.209
H -1.63826 -0.45340 -0.11015 -0.2 0.0 0.0 0.216
H 0.75202 -2.00587 0.03595 0.5 0.2 -0.3 0.212
H 1.04699 -0.63921 0.99846 0.1 0.9 -0.2 0.169
H 2.00926 1.17348 -0.59522 -0.2 -0.4 0.2 0.137
H 1.43955 1.17021 -2.30798 -0.2 -0.5 -0.2 0.168
H -0.42964 1.26487 1.06020 -0.7 -0.2 -0.3 0.481
H -1.42808 2.26439 0.24752 -0.1 -0.8 0.2 0.483
O -0.60431 2.14248 0.72163 0.8 1.1 0.2 -0.960
```
Forces are in eV/Å.

Results
LUMO level, eV: 0.980
Total charge: 0
E_HOMO, Ha: -0.350
SMILES: C=NCC.O
HOMO-LUMO gap, eV: 10.51
Calculated total energy, eV: -6793.1750

No. 2
ORCA calculation (wB97M-V/def2-TZVPD) on 2 unconnected molecules or ions with the total composition C27H26ClO8S2 in a non-equilibrium geometry.

The geometry in XYZ format:
```
64
Properties=species:S:1:pos:R:3:forces:R:3:nbo_charge:R:1
C 3.18793 3.67003 -6.20311 0.3 0.0 -0.3 -0.618
C 2.21806 3.27958 -5.12188 0.0 -0.2 0.3 -0.067
O 2.83431 2.41391 -4.14784 0.0 0.8 -1.2 -0.522
C 1.98847 2.12504 -3.12880 1.3 -2.1 2.4 0.731
C 2.54418 1.19604 -2.11120 3.3 1.7 -3.4 -0.529
Cl 1.48733 0.53139 -1.02874 -1.5 -0.9 1.6 0.002
C 3.97322 0.74475 -2.01210 -3.0 0.0 0.6 0.732
O 4.35553 -0.03037 -1.14049 0.2 0.2 -0.2 -0.702
O 4.83842 1.23084 -2.93568 1.2 0.0 -0.3 -0.522
C 6.19056 0.80192 -2.66795 -0.2 0.0 0.1 -0.068
C 7.14016 1.25205 -3.74632 0.2 0.2 -0.4 -0.618
O 0.87215 2.60261 -3.08581 -1.0 0.4 -0.1 -0.717
H 2.70184 4.37267 -6.88445 -0.1 0.0 0.0 0.195
H 4.06841 4.18106 -5.80852 0.0 -0.2 0.1 0.205
H 3.49483 2.81763 -6.81290 0.1 0.0 0.2 0.201
H 1.84897 4.17540 -4.61876 -0.1 -0.1 0.0 0.180
H 1.36716 2.75757 -5.56730 -0.1 0.1 0.1 0.173
H 6.51380 1.21933 -1.70918 -0.1 -0.1 0.0 0.173
H 6.22981 -0.28770 -2.58817 -0.1 0.1 0.1 0.186
H 8.16119 0.95743 -3.48262 -0.1 -0.1 0.1 0.197
H 6.93268 0.77749 -4.70953 -0.2 0.2 0.0 0.201
H 7.15724 2.33846 -3.86666 -0.2 -0.1 -0.1 0.202
C -7.07786 0.40457 2.61206 0.3 -0.1 -0.1 -0.192
C -6.38498 -0.19381 3.67232 0.0 -0.2 -0.3 -0.214
C -5.28717 -1.01896 3.41635 0.2 0.2 -0.2 -0.181
C -4.86002 -1.19534 2.09473 -0.1 0.2 -0.1 -0.310
S -3.36511 -2.15515 1.78680 -0.4 -0.8 0.9 2.170
C -1.98955 -1.03486 1.94775 0.1 0.7 -0.8 -0.656
C -2.01180 0.20170 1.38961 -1.0 -0.8 2.0 -0.044
C -1.04952 1.24797 1.67365 -0.1 1.5 0.2 -0.131
C -0.43924 1.46547 2.94237 -0.1 -0.3 -0.6 -0.121
C 0.55907 2.42469 3.04972 0.1 0.4 -0.1 -0.244
C 0.89332 3.23142 1.94125 -0.4 -0.6 -0.3 -0.180
C 0.17638 3.10374 0.73462 0.4 0.6 0.5 -0.198
C -0.86554 2.19690 0.65450 0.2 -0.8 -0.1 -0.143
S -0.42891 -1.65524 2.56592 0.3 -1.2 0.2 2.178
C -0.47918 -3.39822 2.11873 0.3 0.1 0.1 -0.321
C -0.44891 -4.35604 3.13018 -0.2 0.1 -0.2 -0.177
C -0.49722 -5.70324 2.77289 0.1 0.2 0.0 -0.228
C -0.54593 -6.07350 1.42344 0.0 0.3 0.0 -0.141
C -0.53181 -5.09348 0.42259 0.1 0.0 0.2 -0.233
C -0.46550 -3.74385 0.76531 -0.1 0.0 0.3 -0.164
O 0.59733 -1.06396 1.75352 -0.2 0.0 0.4 -0.889
O -0.41241 -1.56740 4.01361 0.0 0.0 -0.6 -0.939
O -3.28931 -3.09882 2.89802 0.0 0.8 -1.0 -0.935
O -3.40872 -2.61577 0.42173 -0.2 0.1 0.3 -0.923
C -5.57852 -0.65013 1.02239 0.2 0.1 0.3 -0.194
C -6.67468 0.17575 1.29040 0.1 -0.2 0.2 -0.215
H -7.93243 1.05106 2.81575 0.2 -0.2 -0.1 0.216
H -6.68960 -0.02849 4.70573 0.0 0.0 -0.3 0.219
H -4.74768 -1.51803 4.22533 -0.1 0.2 -0.3 0.250
H -2.95842 0.52510 0.95721 0.2 -0.1 -0.4 0.224
H -0.76783 0.90873 3.83069 0.4 0.0 -0.6 0.221
H 1.10670 2.53025 4.00198 -0.4 0.1 -0.6 0.212
H 1.71310 3.94788 2.01331 -0.2 -0.2 0.0 0.213
H 0.44291 3.68725 -0.15495 -0.1 -0.1 0.5 0.244
H -1.48638 2.10122 -0.24560 0.6 0.1 0.2 0.221
H -0.41025 -4.02631 4.17116 -0.1 -0.2 -0.4 0.244
H -0.49426 -6.44917 3.56785 0.0 0.1 -0.3 0.209
H -0.58380 -7.12945 1.14920 0.0 0.3 0.1 0.201
H -0.56008 -5.36453 -0.63287 0.0 0.0 0.3 0.219
H -0.39950 -2.96106 0.00514 -0.1 -0.3 0.2 0.252
H -5.26698 -0.86999 -0.00232 0.0 0.1 0.4 0.249
H -7.20592 0.63397 0.45592 0.1 -0.1 0.3 0.220
```
Forces are in eV/Å.

Results
LUMO level, eV: 1.792
Total charge: -1
E_HOMO, Ha: -0.107
HOMO-LUMO gap, eV: 4.71
Calculated total energy, eV: -78992.6446

Q: Among the records above, which one has the lowest calculated total energy?
A: C27H26ClO8S2

Q: Which value of HOMO-LUMO gap does entry 1 give?
A: 10.51 eV

Q: Among the records above, which one has the lowest total charge?
A: C27H26ClO8S2